Entry 1:
A single C4H10N2O2 molecule. Source: OMol25; level of theory: the ωB97M-V functional and the def2-TZVPD basis.

Cartesian coordinates (Å):
C 1.52 -1.30 0.25
N 2.86 -1.87 0.20
H 1.27 -0.99 1.31
H 3.03 -2.24 1.13
O -1.95 -0.69 0.00
H -0.87 2.46 -0.57
O -2.34 1.28 0.98
N 0.65 1.14 -0.33
C -1.69 0.48 0.10
C 1.40 -0.07 -0.67
H 0.67 1.26 0.68
H 2.46 0.26 -0.65
H -2.96 0.79 1.54
H 0.67 -1.97 0.29
H 1.36 -0.33 -1.75
C -0.74 1.34 -0.71
H -1.13 1.17 -1.70
H 2.86 -2.70 -0.39

Properties
orbital gap = 9.557 eV
ΔE to the lowest compared entry with this formula, charge and spin = 2.5904 eV
E_HOMO = -0.326 hartree
F_max = 3.02 eV Å⁻¹
net charge = 0

***

Entry 2:
A molecular structure, C22H23O2PS4SbTcTe. Source: OMol25; level of theory: the ωB97M-V functional and the def2-TZVPD basis.

Cartesian coordinates (Å):
H 3.62 -3.04 2.03
C 2.71 -2.86 1.46
H 2.39 -0.35 -5.73
Tc -1.48 0.80 -0.01
H -1.89 3.38 0.09
H 0.10 -4.53 0.10
H 3.82 4.35 2.19
O -1.74 0.52 -1.79
H -5.37 -0.22 0.05
P 0.80 0.29 -0.31
C 1.96 1.54 1.84
C -1.22 0.01 -2.98
H -4.08 -3.22 2.63
S -3.67 -0.32 5.04
H -0.31 3.08 -0.71
C 1.85 1.52 0.45
H -4.73 -1.56 2.52
C 2.06 -0.21 -4.71
S -1.34 -0.37 1.89
C 3.14 3.55 0.32
H 4.04 -0.14 -3.89
H -5.64 -2.93 1.82
H -0.47 -2.24 -0.62
C -4.65 -2.52 2.02
S -2.86 0.99 1.99
H 3.59 4.34 -0.27
C 1.19 0.19 -2.08
C 0.70 -0.16 -4.43
C 2.98 -0.08 -3.68
H 3.07 -0.75 1.31
Te -3.66 -2.29 0.17
H -6.01 -1.59 -0.90
C 3.26 3.56 1.70
H 2.77 2.56 3.54
C 0.73 -3.70 0.38
C 2.43 2.54 -0.31
C 2.67 2.55 2.46
S -2.29 2.54 3.19
Sb -3.17 1.76 5.44
C -5.13 -1.00 -0.67
C 2.40 -1.57 1.06
C -0.97 2.80 0.11
H 2.34 2.55 -1.39
C 0.41 -2.41 -0.01
C 0.26 0.04 -3.12
C 2.55 0.10 -2.38
H 2.14 -4.92 1.43
H -0.03 -0.28 -5.21
C 1.24 -1.34 0.33
H -4.72 -0.58 -1.59
H -0.44 2.97 1.05
O -1.99 -0.39 -3.78
H 3.28 0.17 -1.59
H 1.50 0.77 2.44
C 1.88 -3.92 1.13

Properties
orbital gap (alpha / beta) = 4.795 / 4.795 eV
ΔE to the lowest compared entry with this formula, charge and spin = 0.0000 eV
E_HOMO (alpha / beta) = -0.487 / -0.487 hartree
F_max = 1.06 eV Å⁻¹
net charge = +2

***

Entry 3:
A single C5H8N2 molecule. Source: OMol25; level of theory: the ωB97M-V functional and the def2-TZVPD basis.

Cartesian coordinates (Å):
C 0.46 -0.36 0.53
C 0.10 2.32 -0.75
H 1.28 -1.39 2.23
C -0.25 -1.18 -0.50
N -0.77 0.11 -0.07
H 0.55 0.19 2.60
H 0.17 -1.21 -1.50
N 0.54 1.76 -1.87
H -1.72 1.27 -1.52
C -0.85 1.22 -0.87
C 0.45 -0.72 1.99
H -0.83 -2.05 -0.20
H -0.49 -1.21 2.26
H 0.02 1.11 -2.49
H 1.36 0.15 0.17

Properties
orbital gap = 9.081 eV
ΔE to the lowest compared entry with this formula, charge and spin = 5.5011 eV
E_HOMO = -0.301 hartree
F_max = 0.47 eV Å⁻¹
net charge = 0

***

Entry 4:
A molecular structure, C52H42GeNO2Pt. Source: OMol25; level of theory: the ωB97M-V functional and the def2-TZVPD basis.

Cartesian coordinates (Å):
H -4.41 -1.54 0.30
H -1.06 -3.79 2.68
C 0.49 5.14 0.97
H 1.31 1.07 4.55
C 1.97 -2.33 2.46
C -2.17 -4.44 -0.68
C -3.23 -1.56 3.96
C 3.04 -0.10 -3.08
H 0.24 -5.72 1.91
H -0.45 -0.97 -7.19
H 1.29 -3.17 -3.96
H -6.01 -2.11 2.11
H -1.30 0.10 -3.11
H 0.60 5.01 -6.02
H -1.62 0.48 -5.55
Pt 0.26 0.50 0.41
H -2.91 -1.53 5.00
H 1.84 -1.76 -0.46
C -0.10 -5.51 -1.23
N 1.98 0.72 -1.13
C 0.52 4.68 -4.99
C -4.98 -1.88 2.35
C 0.04 0.65 2.15
C 0.10 3.40 -4.69
C 1.74 -1.62 -1.54
H 1.47 -4.25 -1.90
C 0.61 -2.44 2.71
C -1.41 -5.60 -0.78
C -0.97 -0.32 -5.21
C -1.49 6.32 1.66
H -3.29 5.75 0.64
H 4.04 1.37 -4.29
C 0.01 2.98 -3.37
C 2.29 -0.30 -1.93
H -2.18 4.05 -0.76
O -0.50 -0.74 -1.19
C 0.02 -1.53 -3.38
C 3.12 2.23 -2.55
C -2.32 -1.26 2.95
H -2.07 -0.99 0.83
H 1.89 2.71 0.50
C 1.42 0.78 6.66
H 1.16 6.57 -4.18
C -0.46 -1.21 6.27
H -0.14 2.70 -5.48
H 3.40 3.25 -2.78
C 0.34 3.85 -2.33
C 2.71 -3.41 2.03
O -0.44 2.20 -0.79
H 3.77 -3.30 1.82
C 0.75 5.14 -2.64
H 3.27 -0.94 -3.73
H 2.29 -2.41 -2.05
C -2.23 5.59 0.73
H -1.97 7.06 2.28
C -0.81 -0.52 -3.85
H -1.17 -2.02 6.15
C -0.13 6.09 1.77
C -0.31 -3.11 -1.48
C 0.00 -0.50 5.17
C -1.61 4.64 -0.06
H 2.44 3.95 -0.66
H -2.20 -2.31 -0.96
C 0.93 0.07 7.75
C 0.44 -4.28 -1.57
C 1.84 3.04 -0.54
C -2.77 -1.25 1.63
H 2.15 1.56 6.80
H 2.67 -5.49 1.48
H 0.51 -6.40 -1.30
C 0.74 -4.77 2.08
C -1.62 -3.22 -1.03
C -4.54 -1.87 3.67
H -3.19 -4.49 -0.32
C -0.01 -0.93 7.55
H 1.55 4.97 1.08
C 0.95 0.49 5.39
C 2.36 1.97 -1.42
H -5.23 -2.11 4.47
C -0.24 4.41 0.04
C 0.34 3.33 -0.88
H 0.46 6.64 2.50
H -1.83 -6.56 -0.50
C 0.21 -1.70 -1.86
H 1.29 0.29 8.75
H 1.00 -2.80 -6.37
C 0.49 -2.15 -5.66
C 2.09 -4.64 1.83
C -0.32 -1.13 -6.12
H -0.39 -1.50 8.39
C 0.01 -3.68 2.52
C 0.66 -2.35 -4.30
H 2.46 -1.36 2.56
H -0.31 1.99 -3.10
C 0.84 5.56 -3.96
H 1.00 5.83 -1.84
Ge -0.45 -0.86 3.27
C -4.08 -1.56 1.33
C 3.46 1.18 -3.39

Properties
orbital gap (alpha / beta) = 6.459 / 6.271 eV
E_HOMO (alpha / beta) = -0.144 / -0.137 hartree
F_max = 1.71 eV Å⁻¹
net charge = -1

***

Entry 5:
A gas-phase ion, C5H12N2 (charge +2). Source: OMol25; level of theory: the ωB97M-V functional and the def2-TZVPD basis.

Cartesian coordinates (Å):
C -0.01 -2.05 0.39
H -0.81 -2.29 -0.25
H -1.26 -0.60 -1.70
H 2.35 -0.82 0.03
H -0.40 -2.13 1.32
C -1.09 1.28 0.94
H 0.69 -3.00 0.24
H -2.17 1.78 1.02
N 1.62 -0.11 0.02
H 2.51 1.37 -0.91
H 2.37 1.68 0.67
H 0.89 1.66 -0.56
C 1.85 1.34 -0.17
C -1.80 0.11 -0.87
H -0.52 1.62 1.80
H -2.22 0.96 -1.38
C 0.54 -0.72 0.26
H -2.62 -0.59 -0.70
N -0.88 0.29 0.19

Properties
orbital gap = 11.485 eV
ΔE to the lowest compared entry with this formula, charge and spin = 4.0279 eV
E_HOMO = -0.775 hartree
F_max = 6.45 eV Å⁻¹
net charge = +2

***

Entry 6:
A molecular structure, C26H64BBr2FNbO7. Source: OMol25; level of theory: the ωB97M-V functional and the def2-TZVPD basis.

Cartesian coordinates (Å):
H -5.42 -2.70 2.34
C 4.74 2.79 4.10
H -3.19 -2.28 -3.71
O 0.11 -1.80 -2.55
H 2.31 -2.77 1.12
H 0.68 1.86 1.46
H 4.56 4.57 -3.90
H -4.42 1.74 1.53
H 2.34 2.63 -2.40
C 5.83 1.07 2.62
O 2.77 2.94 -4.99
H -3.02 3.98 0.80
C 0.50 -0.04 2.34
F 1.44 0.38 3.36
H 6.70 1.72 2.44
C 4.55 2.27 -6.48
H -4.73 -0.63 1.59
H 4.49 4.91 -5.62
C -0.66 -2.52 5.68
H -0.48 0.04 2.80
H -4.10 1.53 -0.23
H 0.73 -1.09 2.18
C -5.30 -2.26 -3.25
H -7.43 -2.59 -3.07
H -1.51 -3.20 5.67
H -3.70 -2.84 1.92
H 5.93 4.12 -4.94
H 1.97 2.45 -0.72
H -4.89 2.96 0.38
C -2.28 -0.59 0.69
C -4.71 -1.39 0.81
H -1.99 0.33 -1.95
C 0.71 0.81 1.15
C -1.82 2.67 -0.31
H -1.59 -1.16 7.08
B 0.04 -1.46 -1.21
O 4.31 2.71 1.72
H 0.06 2.32 -2.56
H 2.45 -1.39 0.05
C 4.59 1.91 2.87
O -0.83 -1.65 4.58
Br -0.52 4.18 -0.28
H 0.04 -2.72 0.69
H 4.20 2.94 -7.27
O -5.46 -0.88 -3.61
Br -2.08 2.68 2.63
C 4.84 4.19 -4.88
H -1.71 -1.43 1.07
H 5.63 2.15 -6.59
H 5.06 3.30 1.58
H 6.05 0.42 3.47
C -6.57 -3.03 -3.58
H -3.94 -3.89 -3.68
O -5.00 -3.80 0.62
Nb -0.81 0.61 -0.56
H 0.16 -1.01 6.99
C 4.19 2.83 -5.11
H -5.63 -1.28 0.24
H 4.93 2.19 4.99
C 0.63 -3.31 5.53
H 3.84 3.38 4.25
H 0.62 -3.87 4.59
H 2.73 -3.00 -0.56
H 3.67 1.57 0.04
H -5.14 -2.27 -2.18
C -2.79 2.93 0.82
H 4.50 2.14 -4.34
H -4.19 -4.32 0.53
H 0.77 -4.01 6.35
H 3.73 1.25 2.99
H 5.70 0.45 1.73
H -3.75 -0.61 -0.92
H -4.22 -2.80 -5.05
H 1.71 0.59 0.80
H -0.08 -1.03 4.57
H -2.66 -0.06 1.56
H -6.49 -4.07 -3.29
C 0.58 1.47 -2.14
C -4.13 2.22 0.61
C 2.11 -2.42 0.12
C 2.99 0.79 -1.65
C 0.61 -2.59 -0.23
H -2.40 2.87 -1.21
H 2.46 3.55 -5.66
H 0.52 -3.54 -0.76
H -6.78 -2.98 -4.66
H -5.61 -0.84 -4.56
H 2.52 -0.19 -1.75
H 4.08 1.30 -6.63
H -3.18 -2.22 -0.41
C 1.97 1.91 -1.67
C -4.70 -2.73 1.52
H -0.56 -2.38 7.85
C -3.47 -1.23 -0.09
H 5.57 3.49 3.97
C -4.09 -2.85 -3.96
H 0.69 0.77 -2.97
H 1.49 -2.64 5.49
H 3.64 0.90 -2.52
C -0.66 -1.73 6.98
H 0.78 -2.49 -2.67
O 3.84 0.78 -0.50

Properties
orbital gap = 6.881 eV
E_HOMO = -0.163 hartree
F_max = 3.28 eV Å⁻¹
net charge = -1

***

Entry 7:
2 unconnected molecules or ions with the total composition C4H12. Source: OMol25; level of theory: the ωB97M-V functional and the def2-TZVPD basis.

Cartesian coordinates (Å):
H -2.12 -0.50 -1.77
C -2.29 0.91 -0.23
H 1.86 1.11 0.56
C -2.04 -0.49 -0.66
H 3.28 0.38 -0.26
H 1.75 0.25 -1.02
H 3.18 -1.24 1.11
H -1.11 -0.80 -0.41
C 2.07 -0.94 0.95
C 2.23 0.26 -0.07
H 1.14 -1.44 0.52
H -1.38 1.58 -0.59
H 1.61 -0.46 1.85
H -2.24 1.13 0.88
H -2.83 -1.15 -0.26
H -3.10 1.42 -0.59

Properties
orbital gap = 12.057 eV
ΔE to the lowest compared entry with this formula, charge and spin = 1.5209 eV
E_HOMO = -0.403 hartree
F_max = 5.37 eV Å⁻¹
net charge = 0

***

Entry 8:
4 unconnected molecules or ions with the total composition C28H40N3O8P. Source: OMol25; level of theory: the ωB97M-V functional and the def2-TZVPD basis.

Cartesian coordinates (Å):
H 5.05 1.23 -1.78
H 2.39 -0.26 -1.55
H -1.15 4.02 0.25
H 2.48 0.03 5.57
H 9.49 -5.01 5.13
H -2.75 1.48 -2.00
C 7.29 -7.29 4.01
H -6.98 2.80 -4.52
H 1.72 2.92 -2.42
C -3.65 1.39 -1.38
H -4.92 3.10 -1.25
H 8.91 -3.99 2.95
H -2.70 -1.75 -1.38
H -4.24 2.65 0.30
C -7.96 3.08 -4.15
H -3.38 -3.06 -2.36
H -5.70 0.77 -1.67
H 2.60 0.97 3.28
H 2.83 1.00 -2.70
C 5.42 -0.85 3.29
C 7.55 -5.55 2.41
C 4.32 -1.06 5.38
C -9.31 4.45 -2.68
H 6.17 -2.05 4.89
H -5.12 -0.74 -3.69
H -9.36 5.22 -1.92
C -8.09 4.06 -3.18
H -1.55 2.38 -0.16
H -11.42 4.13 -2.78
C -10.36 2.85 -4.14
C -2.94 3.83 -0.96
H 0.33 1.27 -1.26
H -3.82 -2.90 -0.64
O 6.55 -0.74 1.28
H 4.77 -0.52 -1.83
O -5.80 4.35 -3.14
C 2.96 0.67 -1.66
H 4.60 0.37 -0.31
C 8.19 -6.69 4.87
H 6.24 -7.25 2.15
O -4.71 -1.54 -1.85
C 3.31 -0.21 4.92
C -4.48 -0.54 -2.83
C -1.51 3.40 -0.57
N -6.87 4.70 -2.66
H 4.50 0.40 1.81
C 6.95 -6.74 2.78
H -9.04 1.70 -5.39
C 3.37 0.31 3.64
C 5.38 -1.39 4.56
O 6.97 -9.02 5.50
O 5.89 -9.08 3.64
C 8.46 -4.93 3.25
H -0.24 4.47 -1.97
C 8.78 -5.50 4.47
O 2.48 1.65 -0.77
H -3.42 0.66 -0.60
O -6.99 5.52 -1.78
C 4.44 0.00 2.81
C -3.59 -2.35 -1.55
H -11.25 2.38 -4.51
C -0.49 3.44 -1.70
C 4.43 0.42 -1.39
H -3.22 4.71 -0.38
N 6.55 -1.20 2.40
H -4.96 1.54 -3.08
C -4.77 0.84 -2.26
H 8.43 -7.15 5.81
H -2.96 4.15 -2.01
H 1.20 3.18 -0.04
C -4.01 2.76 -0.77
O 7.41 -1.93 2.85
H 7.29 -5.10 1.46
H -0.92 2.98 -2.61
H -3.44 -0.59 -3.18
P 1.05 2.49 -1.26
N 6.65 -8.55 4.42
H 4.27 -1.47 6.38
C -9.12 2.47 -4.63
C -10.45 3.84 -3.16

Properties
orbital gap = 8.748 eV
E_HOMO = -0.343 hartree
F_max = 0.38 eV Å⁻¹
net charge = 0

***

Entry 9:
A single C3H8FPS2 molecule. Source: OMol25; level of theory: the ωB97M-V functional and the def2-TZVPD basis.

Cartesian coordinates (Å):
P 0.71 -1.62 -0.65
C 0.23 0.10 -1.14
C -2.33 -0.88 0.05
H -1.79 -1.78 -0.24
H 0.66 -0.15 -2.31
H 0.43 1.49 1.33
C 1.49 1.50 0.96
H 2.12 0.73 1.35
F 0.61 -1.19 0.79
H 1.95 -1.03 -0.87
S 1.39 1.41 -0.87
H -2.45 -0.78 1.18
H 1.92 2.47 1.27
H -3.40 -0.94 -0.16
S -1.52 0.66 -0.68

Properties
orbital gap = 9.160 eV
ΔE to the lowest compared entry with this formula, charge and spin = 0.0000 eV
E_HOMO = -0.313 hartree
F_max = 5.40 eV Å⁻¹
net charge = 0

***

Entry 10:
2 unconnected molecules or ions with the total composition C2HN3O2. Source: OMol25; level of theory: the ωB97M-V functional and the def2-TZVPD basis.

Cartesian coordinates (Å):
O -0.60 -1.69 0.46
N 1.71 0.09 0.25
H 2.13 -0.78 -0.08
C -0.26 2.43 0.42
C -1.57 -1.26 0.04
N 0.85 0.48 -0.57
O -2.53 -0.81 -0.38
N 0.27 1.55 -0.14

Properties
orbital gap = 10.169 eV
ΔE to the lowest compared entry with this formula, charge and spin = 3.7929 eV
E_HOMO = -0.404 hartree
F_max = 3.00 eV Å⁻¹
net charge = 0

***

Entry 11:
A single C3H3Cl2N molecule. Source: OMol25; level of theory: the ωB97M-V functional and the def2-TZVPD basis.

Cartesian coordinates (Å):
C -0.68 0.48 -0.13
H -1.60 1.09 -0.29
Cl -1.21 -1.17 -0.55
Cl 0.49 1.07 -1.33
H -0.95 0.29 2.02
N 1.96 -0.88 1.77
C 1.03 -0.24 1.54
H 0.03 1.64 1.55
C -0.17 0.57 1.30

Properties
orbital gap = 11.916 eV
ΔE to the lowest compared entry with this formula, charge and spin = 0.0000 eV
E_HOMO = -0.419 hartree
F_max = 1.27 eV Å⁻¹
net charge = 0